Version w
A cluster of 2 separate species, C3H12N2 in total. Source: OMol25; level of theory: ωB97M-V with the def2-TZVPD basis set.

For the HOMO energy, the calculation gives -8.778 eV. The calculation puts the molecular weight at 76.143 g/mol. The SMILES is NCN.CC. The lowest unoccupied orbital energy comes out at 1.19 eV. As for the frontier orbital gap: 9.97 eV.

Each line ends with the Mulliken charge.
Cartesian coordinates (Å):
N -1.8078 2.8235 1.4954  -0.497
C -1.8368 3.2967 0.1228  -0.298
N -2.5533 4.5720 -0.1603  -0.466
H -2.6471 2.3129 1.7828  0.220
H -1.3852 3.5162 2.1055  0.187
H -2.2886 2.4446 -0.4757  0.304
H -0.7683 3.3952 -0.2308  0.227
H -2.2305 5.4205 0.3869  0.169
H -3.1167 4.6286 -0.9115  0.153
C 2.3066 -4.6022 -1.1145  -0.836
C 2.3711 -3.6152 0.1207  -0.701
H 2.2794 -3.8524 -1.9505  0.230
H 3.3082 -4.8045 -1.3287  0.316
H 1.4850 -5.3775 -1.1923  0.282
H 1.4920 -2.9566 0.0193  0.226
H 3.3007 -2.9146 0.3361  0.262
H 2.0913 -4.2871 0.9950  0.220

***

Version x
A cluster of 2 separate species, C3H12N2 in total. Source: OMol25; level of theory: ωB97M-V with the def2-TZVPD basis set.

For the HOMO energy, the calculation gives -8.775 eV. The calculation puts the molecular weight at 76.143 g/mol. The SMILES is NCN.CC. The lowest unoccupied orbital energy comes out at 0.99 eV. As for the frontier orbital gap: 9.77 eV.

Each line ends with the Mulliken charge.
Cartesian coordinates (Å):
N -2.6568 0.6117 -1.3228  -0.534
C -1.7542 1.3259 -0.3776  0.146
N -2.2898 1.4285 1.0406  -0.590
H -2.1777 -0.1782 -1.7114  0.207
H -3.5921 0.6539 -0.9567  0.201
H -1.4945 2.2372 -0.6872  0.248
H -0.8809 0.7671 -0.5172  -0.190
H -3.0539 0.7873 1.1884  0.252
H -2.6386 2.4268 1.1061  0.255
C 2.8972 -1.6438 -0.2519  -0.857
C 2.1549 -0.8502 0.8524  -0.183
H 2.3886 -1.8464 -1.2254  0.292
H 3.8265 -1.1630 -0.4799  0.258
H 3.1723 -2.6400 0.0888  0.250
H 1.9190 -1.4397 1.8319  0.260
H 1.2535 -0.4315 0.2910  -0.222
H 2.9264 -0.0454 1.1309  0.206

***

It comes down to version x, which is 0.0080 hartree more stable than the next structure.

***

Version w
The molecule C2H6N2OS. Source: OMol25; level of theory: ωB97M-V with the def2-TZVPD basis set.

For the HOMO energy, the calculation gives -8.593 eV. The calculation puts the molecular weight at 106.150 g/mol. The SMILES is CNC(=S)NO. The lowest unoccupied orbital energy comes out at 0.62 eV. As for the frontier orbital gap: 9.22 eV.

Each line ends with the Mulliken charge.
Cartesian coordinates (Å):
C -1.9023 0.1422 -0.0596  -0.845
N -0.6033 -0.5443 -0.0728  -0.244
C 0.5294 0.1453 0.0087  0.501
S 0.5603 1.8128 0.0146  -0.569
N 1.6420 -0.5412 0.0810  -0.138
O 2.8825 0.0221 -0.1161  -0.331
H -1.8517 1.0582 -0.6620  0.278
H -2.1067 0.5362 0.9423  0.336
H -2.7204 -0.5284 -0.3756  0.282
H -0.6416 -1.5218 0.1427  0.232
H 1.5719 -1.5443 0.2102  0.209
H 2.6400 0.9631 -0.1133  0.288

***

Version x
The molecule C2H6N2OS. Source: OMol25; level of theory: ωB97M-V with the def2-TZVPD basis set.

For the HOMO energy, the calculation gives -8.683 eV. The calculation puts the molecular weight at 106.150 g/mol. The SMILES is CN(O)/C=N\S. The lowest unoccupied orbital energy comes out at 0.74 eV. As for the frontier orbital gap: 9.42 eV.

Each line ends with the Mulliken charge.
Cartesian coordinates (Å):
C 0.5281 1.0999 0.4118  -0.775
N 0.4316 -0.1712 -0.2879  -0.059
O 1.7075 -0.7226 -0.4773  -0.460
C -0.3375 -1.1946 0.3226  0.100
N -1.6152 -1.2167 0.3784  -0.426
S -2.5831 0.0130 -0.3046  -0.158
H -0.4766 1.4898 0.6186  0.291
H 1.0338 0.9838 1.3801  0.310
H 1.0313 1.8611 -0.2302  0.291
H 1.7789 -0.7656 -1.4266  0.338
H 0.2513 -1.9839 0.7840  0.406
H -1.7501 0.6070 -1.1688  0.142

***

It comes down to version w, which is 0.0367 hartree more stable than the next structure.